# 1
Density functional theory data (the ωB97M-V functional and the def2-TZVPD basis) for a structure of composition C6H8N2O.

Last column: natural (NBO) charge in e.
Positions of all 17 atoms, in Å:
C -0.323615 -1.773435 -1.805190  -0.67
C -0.102534 -0.148395 -2.098964  -0.08
C -0.208489 0.668476 0.145931  0.48
C -1.046827 1.371973 1.146685  -0.01
C 0.529957 0.941582 2.668707  -0.04
C 1.310330 0.227184 1.700178  0.01
H -1.459718 -1.914964 -1.801816  0.21
H 0.221377 -1.999063 -0.604563  0.24
H 0.016042 -2.352914 -2.807368  0.23
H -0.497422 0.021330 -3.090511  0.20
H 1.041874 0.096225 -2.040248  0.19
H -2.179488 1.879384 0.910384  0.22
H 0.806564 0.878745 3.785773  0.20
H 2.285064 -0.188006 2.201889  0.21
N -0.609936 1.440248 2.385904  -0.40
N 0.939897 0.156673 0.408097  -0.48
O -0.723077 0.694960 -1.104888  -0.50

Forces on atoms 1 to 6 (eV/Å):
C 0.4 1.4 0.7
C 2.6 -2.3 1.5
C -3.3 2.5 0.3
C -1.5 0.2 -1.4
C 3.7 -3.1 1.2
C 0.7 1.0 2.9

For the HOMO energy, the calculation gives -8.9631 eV.

# 2
Density functional theory data (the ωB97M-V functional and the def2-TZVPD basis) for a cluster of 2 separate species, C4H12 in total.

Last column: natural (NBO) charge in e.
Positions of all 16 atoms, in Å:
C 1.010811 -2.588519 -0.151509  -0.61
C 1.487273 -1.819225 1.231848  -0.60
H 0.335619 -1.783264 -0.627540  0.20
H 1.679762 -3.072986 -0.764401  0.20
H 0.361153 -3.329652 0.380874  0.20
H 2.443678 -1.381386 0.958875  0.20
H 0.738788 -1.123855 1.563729  0.20
H 1.520795 -2.546868 2.048793  0.20
C -0.645350 2.716998 -0.615683  -0.62
C -1.766109 1.704809 -0.523012  -0.62
H -0.435800 3.228723 0.361473  0.21
H 0.304395 2.348655 -1.134135  0.21
H -0.888328 3.407116 -1.383962  0.21
H -2.676390 1.955856 -1.041791  0.21
H -1.473992 0.698693 -0.844092  0.21
H -1.996311 1.584898 0.540539  0.20

Forces on atoms 1 to 6 (eV/Å):
C -4.0 2.8 4.5
C 0.5 -1.8 -2.2
H 1.1 -1.7 0.0
H 1.8 -0.6 -1.2
H 0.1 0.2 -1.4
H 0.1 0.4 0.9

Its structure (SMILES) is CC.CC. For the HOMO energy, the calculation gives -11.0784 eV.

# 3
Density functional theory data (the ωB97M-V functional and the def2-TZVPD basis) for a cluster of 3 separate species, C4H13N2O in total.

Last column: natural (NBO) charge in e.
Positions of all 20 atoms, in Å:
C -0.170561 2.109557 0.322615  -0.20
C -0.403687 1.646578 -1.125292  -0.37
C -0.588425 0.088113 -1.140638  -0.32
C -0.112446 -0.666278 -0.252365  0.13
N 0.022141 -4.010910 0.734687  -1.10
N -1.345937 2.271879 1.097486  -0.76
H 0.529609 1.379450 0.777100  0.19
H 0.299647 3.085998 0.207581  0.24
H -1.181964 2.149910 -1.689310  0.26
H 0.510853 1.776486 -1.714103  0.27
H -1.408607 -0.121805 -1.837189  0.38
H -0.325367 -1.752871 -0.071654  0.32
H 0.803639 -4.123634 0.125870  0.38
H -0.800583 -4.584447 0.697643  0.40
H 0.395917 -3.971447 1.672722  0.38
H -1.732665 1.481454 1.585572  0.38
H -1.321315 3.057308 1.732048  0.40
H 1.538352 -0.096900 -0.574836  0.42
H 2.888771 -0.008865 0.115854  0.48
O 2.402629 0.290423 -0.663791  -0.88

Forces on atoms 1 to 6 (eV/Å):
C -0.5 0.4 -0.2
C 0.9 -1.0 -0.7
C -0.1 3.4 1.2
C -2.9 -2.4 -2.2
N 0.0 1.8 0.9
N -0.2 0.4 0.3

For the HOMO energy, the calculation gives -13.5508 eV. As for the net charge: +1.

Values of F_max, in order: 4.989; 6.628; 4.365, all in eV Å⁻¹.
Values of Kohn-Sham gap, in order: 9.533; 12.142; 5.434, all in eV.
Values of energy above the lowest of the compared OMol25 structures with the same formula, charge and spin, in order: 68.1; 27.0; 170.8, all in kcal per mole.